1.
Formula: C21H47OP3SeTi
Source: OMol25
Level of theory: the ωB97M-V functional and the def2-TZVPD basis

Total charge: +3
HOMO-LUMO gap (alpha / beta): 4.59 / 4.88 eV
2S+1: 2
Relative energy (zero: lowest compared OMol25 entry of this formula, charge and spin): 29.2 kJ/mol
HOMO energy (alpha / beta): -15.7 / -15.7 eV
Total energy: -140887.6550 eV

Structure (XYZ):
```
74
C21H47OP3SeTi the ωB97M-V functional and the def2-TZVPD basis
Ti 0.124 -0.317 0.868
P -1.200 -2.382 1.175
P 1.927 -0.637 2.493
P 1.614 -1.796 -0.588
H -3.042 3.672 -5.727
C -3.082 2.681 -6.185
C -3.656 1.651 -5.521
H -4.228 1.749 -4.578
C -2.816 -2.078 2.001
C -0.509 -3.738 2.208
C -1.818 -3.266 -0.315
C 3.228 0.673 2.405
C 1.486 -0.470 4.262
C 2.965 -2.164 2.630
C 1.029 -1.705 -2.315
C 1.988 -3.600 -0.507
C 3.282 -1.071 -0.867
H -2.638 2.689 -7.191
H -3.660 0.629 -5.912
H -3.312 -1.196 1.564
H -2.674 -1.915 3.081
H -3.465 -2.956 1.850
H -0.147 -3.333 3.163
H 0.321 -4.240 1.693
H -1.301 -4.471 2.415
H -2.410 -2.571 -0.927
H -2.467 -4.089 0.017
H -0.997 -3.669 -0.920
H 3.889 0.545 3.275
H 2.744 1.660 2.453
H 3.814 0.603 1.478
H 2.412 -0.621 4.837
H 0.749 -1.236 4.543
H 1.086 0.528 4.479
H 3.567 -2.043 3.544
H 3.639 -2.291 1.770
H 2.321 -3.051 2.740
H 1.696 -2.308 -2.944
H 1.049 -0.670 -2.670
H 0.007 -2.091 -2.388
H 2.625 -3.860 -1.367
H 1.073 -4.202 -0.571
H 2.518 -3.871 0.414
H 3.795 -1.652 -1.648
H 3.904 -1.083 0.036
H 3.165 -0.028 -1.194
C 0.908 2.332 -2.271
C -0.288 1.938 -2.896
C -0.591 2.418 -4.174
C 0.309 3.185 -4.921
C 1.546 3.484 -4.342
C 1.864 3.031 -3.051
Se 1.222 2.105 -0.364
H 0.895 0.598 -0.717
H -1.003 1.281 -2.378
H -1.576 2.202 -4.571
H 0.079 3.560 -5.921
H 2.250 4.100 -4.901
H 2.842 3.247 -2.606
C -0.997 2.100 3.996
C -1.568 0.941 3.192
O -1.155 1.008 1.773
C -2.151 1.696 0.904
C -2.420 3.102 1.417
H -1.157 1.919 5.072
H 0.081 2.226 3.799
H -1.527 3.030 3.749
H -1.228 -0.038 3.562
H -2.667 0.935 3.240
H -1.727 1.712 -0.112
H -3.058 1.073 0.888
H -1.489 3.630 1.645
H -2.908 3.685 0.638
H -3.076 3.092 2.297
```

=====

2.
Formula: C5H6O2
Source: OMol25
Level of theory: the ωB97M-V functional and the def2-TZVPD basis

Structure (SMILES): CC1=CC1.O=C=O
Total charge: 0
HOMO-LUMO gap: 9.35 eV
Relative energy (zero: lowest compared OMol25 entry of this formula, charge and spin): 236.0 kJ/mol
HOMO energy: -8.9 eV
Total energy: -9374.6495 eV

Structure (XYZ):
```
13
C5H6O2 the ωB97M-V functional and the def2-TZVPD basis
C 3.297 -2.792 0.457
C -0.922 0.887 0.859
C 0.380 0.336 1.436
C 0.107 0.113 0.178
C 0.238 -0.473 -1.189
O 3.322 -3.821 0.965
O 3.331 -1.808 -0.104
H -1.887 0.500 1.023
H -1.012 2.043 0.803
H 1.098 0.332 2.194
H 0.357 -1.479 -1.216
H 1.097 -0.181 -1.681
H -0.668 -0.452 -1.791
```

=====

| no. | largest force on an atom (eV Å⁻¹) |
| --- | --- |
| 1 | 2.763 |
| 2 | 3.640 |